# 1
This record from the OMol25 dataset describes C11H18NSe as an isolated structure at a distorted geometry. The level of theory is wB97M-V/def2-TZVPD.

```
31
Properties=species:S:1:pos:R:3
C 2.3182 3.5995 -1.0385
C 2.0863 3.3077 -2.3777
C 1.9347 2.6741 -0.1773
C 1.7038 2.0801 -2.7826
C 1.4524 1.4813 -0.6253
C -1.4786 -1.5348 2.8542
C -0.8374 -2.8016 0.7889
C -3.2135 -1.6988 1.1918
C 0.9358 -0.2026 -2.2855
C 0.7598 0.3330 0.7534
C -1.7169 -1.6443 1.4173
N 1.3692 1.1305 -1.8809
Se -1.2401 0.1422 0.5244
H 2.7209 4.6215 -0.7438
H 2.4788 3.9858 -3.0768
H 1.6497 2.8832 0.8194
H 1.8070 1.7261 -3.7259
H -1.7246 -0.5617 3.3364
H -2.2109 -2.4130 3.1367
H -0.4406 -1.6526 3.1988
H -0.8732 -2.6287 -0.2751
H 0.2672 -2.6127 1.0982
H -1.2303 -3.6783 1.1998
H -3.4740 -1.3240 0.1095
H -3.7293 -2.6507 1.2686
H -3.6873 -1.1649 2.0851
H 0.6714 -0.1016 -3.3631
H 1.7958 -0.9569 -2.0204
H -0.0280 -0.3553 -1.8012
H 1.0890 -0.6480 0.6519
H 0.8448 0.6658 1.7392
```

Properties
Net charge: +1
Lowest unoccupied orbital energy: -4.12 eV
HOMO level: -11.567 eV
Orbital gap: 7.444 eV

# 2
This record from the OMol25 dataset describes a 3-piece molecular cluster, C19H27Br5F3N2O4S2 overall at a distorted geometry. The level of theory is wB97M-V/def2-TZVPD.

```
62
Properties=species:S:1:pos:R:3
C 1.7554 1.6632 4.7648
C 0.3866 1.2451 4.1812
Br 0.5296 -0.5208 3.3538
C -0.2209 2.3420 3.2657
Br -1.6286 3.2289 4.3218
N -0.8717 1.7701 2.0282
N -2.1306 1.4383 2.1684
C -2.7207 0.9746 1.1093
Br -4.5415 0.4900 1.2776
C -2.0302 0.8470 -0.1136
C -0.7152 1.1609 -0.2193
C -0.0995 1.6618 0.9584
C 1.3610 2.0197 0.8918
C 2.2325 0.9642 0.1707
C 3.4510 1.5565 -0.5294
F 4.2269 0.5065 -0.9243
Br 2.9874 2.5242 -2.1540
C 4.3616 2.4180 0.4456
F 5.6328 2.2151 0.0741
F 4.2459 1.9735 1.7075
Br 4.0898 4.3460 0.3360
H 1.5769 2.3979 5.5598
H 2.1858 0.7909 5.2679
H 2.4535 2.0160 3.9995
H -0.2605 1.1220 5.0503
H 0.4660 3.1494 3.0305
H -2.5689 0.4439 -0.9845
H -0.1655 1.0598 -1.1471
H 1.8296 2.2312 1.8527
H 1.4299 2.9571 0.3105
H 2.6052 0.2577 0.9257
H 1.7022 0.3584 -0.5687
C -4.9860 1.5486 -5.0393
C -3.9416 2.1730 -5.9726
C -2.5703 2.0004 -5.3075
S -2.6916 0.5279 -4.2887
O -2.5572 0.9158 -2.8935
O -1.8856 -0.5192 -4.8537
C -4.4153 0.1965 -4.6228
H -5.9524 1.4393 -5.5285
H -5.1223 2.1835 -4.1604
H -3.9530 1.6524 -6.9320
H -4.1524 3.2231 -6.1686
H -1.7772 1.8612 -6.0383
H -2.3314 2.8405 -4.6569
H -4.8895 -0.2183 -3.7357
H -4.4591 -0.5208 -5.4418
C 2.2059 -5.6749 1.0207
C 2.5879 -4.1888 1.0079
C 1.3568 -3.3983 1.4667
S 0.4234 -4.4945 2.5393
O -0.8383 -4.7844 1.9097
O 0.5014 -4.0095 3.8939
C 1.4975 -5.9110 2.3523
H 3.0785 -6.3173 0.9140
H 1.5258 -5.8888 0.1931
H 3.4142 -4.0197 1.7019
H 2.9186 -3.8644 0.0216
H 1.6297 -2.5059 2.0274
H 0.7173 -3.1290 0.6265
H 0.9064 -6.8236 2.3724
H 2.2043 -5.9026 3.1820
```

Properties
Net charge: +1
Lowest unoccupied orbital energy: -4.16 eV
HOMO level: -12.361 eV
Orbital gap: 8.198 eV

# 3
This record from the OMol25 dataset describes one molecule with the formula C3H6O3 at a distorted geometry. The level of theory is wB97M-V/def2-TZVPD.

```
12
Properties=species:S:1:pos:R:3
C -1.5170 -0.0579 1.3388
C 0.5951 -0.3263 0.1751
C 1.2099 0.2408 -1.9772
H -1.0419 0.9680 1.7317
H -2.2446 0.1234 0.6045
H -2.4182 -0.2513 2.1332
H 1.5356 -1.0240 0.4998
H 0.9346 0.5415 0.5052
H 0.8678 0.4825 -2.9031
O -0.5441 -1.0016 0.8016
O 0.3325 -0.1776 -1.2046
O 2.2902 0.4824 -1.7049
```

Properties
Net charge: 0
Lowest unoccupied orbital energy: 0.84 eV
HOMO level: -10.448 eV
SMILES string: COCOC=O
Orbital gap: 11.289 eV

# 4
This record from the OMol25 dataset describes a 8-piece molecular cluster, C28H79N7O8 overall at a distorted geometry. The level of theory is wB97M-V/def2-TZVPD.

```
122
Properties=species:S:1:pos:R:3
C 19.7444 -14.0604 15.8116
C 20.5903 -15.2489 16.2125
C 21.6235 -14.8565 17.2521
O 22.2741 -15.9797 17.6894
C 22.9929 -15.7429 18.8444
N 19.7071 -16.3635 16.6432
H 20.3724 -13.1663 15.6665
H 19.0878 -13.7284 16.6368
H 19.1129 -14.2337 14.9489
H 21.0861 -15.6016 15.2934
H 21.0626 -14.3674 18.0822
H 22.3153 -14.0869 16.8740
H 22.3197 -15.5301 19.6874
H 23.7018 -14.9024 18.7510
H 23.5998 -16.6166 19.0735
H 19.2580 -16.0683 17.5220
H 20.3199 -17.1401 16.9065
C 15.2900 -13.0809 21.1183
C 15.1616 -13.7021 22.4717
C 16.4514 -13.6729 23.2212
O 17.4628 -14.2424 22.4330
C 17.6189 -15.6643 22.5410
N 14.0485 -13.1359 23.2352
H 15.8639 -12.1505 21.1016
H 14.3323 -12.9184 20.6224
H 15.8168 -13.7686 20.4466
H 14.9389 -14.7812 22.3477
H 16.3758 -14.2531 24.1539
H 16.7665 -12.6524 23.4463
H 17.9536 -16.0640 21.5804
H 16.6653 -16.1704 22.7525
H 18.3692 -15.9073 23.3047
H 13.1651 -13.4378 22.8527
H 14.0641 -13.3988 24.2150
C 14.0706 -15.8762 18.8101
C 15.2799 -16.3260 17.9602
C 15.0541 -16.0033 16.5039
O 15.8426 -16.7307 15.6062
C 17.2083 -16.3130 15.5616
N 16.5398 -15.6624 18.4164
H 14.0519 -14.8030 18.9702
H 14.0652 -16.3923 19.7765
H 13.1321 -16.1986 18.3278
H 15.5035 -17.3841 18.1109
H 15.1935 -14.9065 16.3749
H 14.0159 -16.1888 16.2163
H 17.7645 -16.6783 16.4213
H 17.2822 -15.2211 15.5132
H 17.6142 -16.7424 14.6460
H 16.4937 -14.6427 18.1640
H 16.4879 -15.5723 19.4414
C 20.5712 -11.0286 19.6156
C 20.1404 -12.0405 20.6947
C 19.5028 -11.2506 21.7920
O 20.3531 -10.2045 22.1909
C 19.7796 -9.4003 23.1445
N 19.1664 -13.0042 20.0828
H 21.3347 -10.3453 19.9791
H 19.6821 -10.4516 19.3172
H 20.8844 -11.5519 18.7113
H 21.0652 -12.5226 21.0219
H 19.2648 -11.8995 22.6594
H 18.5095 -10.8857 21.4524
H 19.5653 -9.9520 24.0633
H 18.8516 -8.9457 22.7614
H 20.4796 -8.5862 23.3112
H 18.5844 -13.3401 20.8666
H 18.5530 -12.5264 19.4271
C 17.2404 -5.3073 17.4091
C 15.9139 -5.6898 17.9718
C 16.0832 -6.7276 19.0784
O 16.5233 -7.9145 18.4786
C 16.4665 -9.0724 19.3106
N 15.1801 -4.4855 18.4163
H 18.0181 -5.1789 18.1693
H 17.1683 -4.3211 16.9355
H 17.5688 -6.0130 16.6517
H 15.3122 -6.2072 17.2226
H 15.1687 -6.8923 19.6610
H 16.8963 -6.3730 19.7400
H 17.1077 -8.9343 20.2053
H 16.8258 -9.9380 18.7598
H 15.4445 -9.2631 19.6821
H 14.3148 -4.7374 18.8963
H 15.7371 -4.0186 19.1438
C 19.5884 -10.3927 16.0807
C 18.1485 -10.2169 15.6743
C 17.9894 -9.0709 14.7065
O 16.7618 -8.9029 14.1579
C 15.7856 -8.7211 15.1507
N 17.5341 -11.5160 15.2708
H 19.6649 -11.1353 16.8707
H 19.9586 -9.4806 16.5585
H 20.2341 -10.6893 15.2494
H 17.6355 -9.9344 16.6114
H 18.7494 -9.0925 13.9136
H 18.2739 -8.1347 15.2305
H 15.6753 -9.6449 15.7309
H 14.8515 -8.4858 14.6541
H 16.0281 -7.8900 15.8167
H 18.0923 -11.8928 14.4874
H 16.6346 -11.3205 14.8113
C 12.1428 -12.0072 16.2902
C 12.9695 -10.7512 16.3665
C 12.1304 -9.5151 16.4386
O 13.0123 -8.4510 16.3803
C 12.4506 -7.2254 16.7362
N 13.9254 -10.8222 17.4999
H 12.7505 -12.8813 16.0789
H 11.4401 -11.9849 15.4416
H 11.5243 -12.1331 17.1837
H 13.5817 -10.6768 15.4583
H 11.6045 -9.4873 17.4196
H 11.3170 -9.4567 15.6967
H 12.1931 -7.2058 17.8150
H 11.5059 -7.0244 16.2116
H 13.1814 -6.4498 16.5403
H 14.3545 -9.8895 17.5984
H 13.4271 -10.9450 18.3832
O 16.7455 -12.6103 17.9580
H 15.8292 -12.2430 17.9646
H 17.0985 -12.4323 17.0292
```

Properties
Net charge: 0
Lowest unoccupied orbital energy: 0.50 eV
HOMO level: -8.238 eV
SMILES string: COC[C@H](C)N.COC[C@H](C)N.COC[C@H](C)N.COC[C@H](C)N.COC[C@H](C)N.COC[C@H](C)N.COC[C@H](C)N.O
Orbital gap: 8.741 eV

# 5
This record from the OMol25 dataset describes a 2-piece molecular cluster, C12H17N overall at a distorted geometry. The level of theory is wB97M-V/def2-TZVPD.

```
30
Properties=species:S:1:pos:R:3
C -2.2747 -1.6165 -4.2570
C -2.8223 -2.2925 -3.0050
C -1.1838 -0.5992 -3.8617
H -3.0268 -1.0458 -4.8038
H -1.8227 -2.3581 -4.9134
H -3.4234 -1.6520 -2.3640
H -3.4206 -3.1458 -3.3188
H -0.3831 -1.1856 -3.3890
H -1.9736 -2.6639 -2.4219
H -1.4972 0.0332 -3.0205
H -0.7502 0.0249 -4.6383
C 2.5736 1.1742 -0.8324
C 0.4035 0.9856 2.2111
C 0.8189 0.4328 0.9400
C 1.8153 1.2664 0.4521
C 1.9884 2.3227 1.3647
C -0.4515 0.3233 3.0184
C -0.9299 -0.9348 2.5642
C -0.4268 -1.5429 1.4114
C 0.3642 -0.8120 0.5208
N 1.1977 2.1574 2.4344
H -0.8082 0.7570 3.9416
H -1.6029 -1.4646 3.2205
H 0.8466 2.9582 2.9562
H -0.8180 -2.5038 1.1330
H 2.7167 3.1204 1.3397
H 0.4622 -1.0213 -0.5382
H 2.6705 2.1457 -1.3058
H 2.0924 0.4312 -1.4616
H 3.6133 0.8831 -0.6462
```

Properties
Net charge: +1
Spin multiplicity: 2
Lowest unoccupied orbital energy (alpha / beta): -3.88 / -6.87 eV
HOMO level (alpha / beta): -12.935 / -13.639 eV
Orbital gap (alpha / beta): 9.051 / 6.766 eV

Please write out number 2 again, unchanged.
This record from the OMol25 dataset describes a 3-piece molecular cluster, C19H27Br5F3N2O4S2 overall at a distorted geometry. The level of theory is wB97M-V/def2-TZVPD.

```
62
Properties=species:S:1:pos:R:3
C 1.7554 1.6632 4.7648
C 0.3866 1.2451 4.1812
Br 0.5296 -0.5208 3.3538
C -0.2209 2.3420 3.2657
Br -1.6286 3.2289 4.3218
N -0.8717 1.7701 2.0282
N -2.1306 1.4383 2.1684
C -2.7207 0.9746 1.1093
Br -4.5415 0.4900 1.2776
C -2.0302 0.8470 -0.1136
C -0.7152 1.1609 -0.2193
C -0.0995 1.6618 0.9584
C 1.3610 2.0197 0.8918
C 2.2325 0.9642 0.1707
C 3.4510 1.5565 -0.5294
F 4.2269 0.5065 -0.9243
Br 2.9874 2.5242 -2.1540
C 4.3616 2.4180 0.4456
F 5.6328 2.2151 0.0741
F 4.2459 1.9735 1.7075
Br 4.0898 4.3460 0.3360
H 1.5769 2.3979 5.5598
H 2.1858 0.7909 5.2679
H 2.4535 2.0160 3.9995
H -0.2605 1.1220 5.0503
H 0.4660 3.1494 3.0305
H -2.5689 0.4439 -0.9845
H -0.1655 1.0598 -1.1471
H 1.8296 2.2312 1.8527
H 1.4299 2.9571 0.3105
H 2.6052 0.2577 0.9257
H 1.7022 0.3584 -0.5687
C -4.9860 1.5486 -5.0393
C -3.9416 2.1730 -5.9726
C -2.5703 2.0004 -5.3075
S -2.6916 0.5279 -4.2887
O -2.5572 0.9158 -2.8935
O -1.8856 -0.5192 -4.8537
C -4.4153 0.1965 -4.6228
H -5.9524 1.4393 -5.5285
H -5.1223 2.1835 -4.1604
H -3.9530 1.6524 -6.9320
H -4.1524 3.2231 -6.1686
H -1.7772 1.8612 -6.0383
H -2.3314 2.8405 -4.6569
H -4.8895 -0.2183 -3.7357
H -4.4591 -0.5208 -5.4418
C 2.2059 -5.6749 1.0207
C 2.5879 -4.1888 1.0079
C 1.3568 -3.3983 1.4667
S 0.4234 -4.4945 2.5393
O -0.8383 -4.7844 1.9097
O 0.5014 -4.0095 3.8939
C 1.4975 -5.9110 2.3523
H 3.0785 -6.3173 0.9140
H 1.5258 -5.8888 0.1931
H 3.4142 -4.0197 1.7019
H 2.9186 -3.8644 0.0216
H 1.6297 -2.5059 2.0274
H 0.7173 -3.1290 0.6265
H 0.9064 -6.8236 2.3724
H 2.2043 -5.9026 3.1820
```

Properties
Net charge: +1
Lowest unoccupied orbital energy: -4.16 eV
HOMO level: -12.361 eV
Orbital gap: 8.198 eV

Question: Which value of net charge does entry 2 give?
Answer: +1